{
  "formula": "C4H7O4",
  "method": "ωB97M-V/def2-TZVPD",
  "species": ["O", "O", "C", "C", "O", "C", "O", "C", "H", "H", "H", "H", "H", "H", "H"],
  "coordinates": [[0.08296, 0.68545, -2.47666], [0.65973, -0.09973, -3.27407], [0.11495, 2.23357, -0.07395], [-0.56028, 0.98185, 0.03966], [-0.20046, 0.08886, 0.95901], [-0.34320, -1.21546, 0.44049], [-0.86629, -1.43503, -0.63260], [0.27414, -2.22629, 1.33922], [-0.58891, 3.03824, -0.33577], [0.76869, 2.59031, 0.74807], [0.79564, 2.14493, -0.93899], [-1.50785, 0.73114, -0.45645], [0.36304, -1.88506, 2.37480], [-0.28203, -3.16441, 1.28758], [1.28988, -2.46835, 0.99964]],
  "forces_ev_per_angstrom": [[2.019, -2.855, -3.332], [-1.929, 2.641, 2.637], [1.219, 1.801, -0.563], [-2.678, 0.402, -0.018], [0.791, -2.627, -0.033], [-0.249, 0.366, -0.486], [0.659, 0.170, 1.466], [0.255, -0.547, 0.469], [0.214, -0.162, 0.118], [-0.636, -0.532, -0.078], [0.102, 0.421, 0.115], [0.647, 0.467, 0.036], [-0.166, 0.026, -0.252], [-0.057, 0.181, 0.035], [-0.190, 0.247, -0.115]],
  "s2": 3.763,
  "lumo_energy_ha": [0.03376, -0.03120],
  "multiplicity": 4,
  "gap_ha": [0.2895, 0.3634]
}

***

{
  "formula": "C4H7O4PS",
  "method": "ωB97M-V/def2-TZVPD",
  "species": ["C", "C", "C", "C", "O", "O", "O", "O", "P", "S", "H", "H", "H", "H", "H", "H", "H"],
  "coordinates": [[-1.78679, 0.77482, 0.56872], [1.94853, 0.20113, 1.32911], [0.91030, 0.18953, 0.16131], [-2.43210, 0.17088, -0.62767], [-2.14456, 0.56116, 1.70779], [1.87400, 2.30701, 3.59357], [0.04623, 2.14178, 1.85697], [1.17561, 0.04812, 2.56668], [-0.23787, 1.78552, 0.23328], [0.74244, 1.45465, 3.22337], [2.76226, -0.62449, 1.18789], [2.44721, 1.16521, 1.19454], [1.32331, 0.19789, -0.86007], [0.42696, -0.85008, 0.00736], [-1.92915, 0.55193, -1.46745], [-3.53531, 0.72406, -0.67489], [-2.64825, -0.95030, -0.59054]],
  "forces_ev_per_angstrom": [[-0.064, -1.031, 1.434], [-0.066, -1.082, -2.042], [-0.768, -1.503, -1.210], [-4.084, 0.376, 0.735], [0.131, 0.307, -0.794], [-0.940, -1.222, -1.145], [0.639, 0.524, -0.257], [1.650, 0.529, -1.063], [1.023, -1.504, 1.917], [-0.599, 1.070, 0.645], [-1.765, 1.326, 0.695], [0.167, -0.049, 0.987], [0.806, 0.631, 0.492], [-0.015, 1.628, 1.154], [0.646, -0.181, -1.607], [2.625, -1.469, 0.098], [0.614, 1.651, -0.039]],
  "lumo_energy_ha": 0.01218,
  "gap_ha": 0.3487
}

***

{
  "formula": "C4H7O4S2",
  "method": "ωB97M-V/def2-TZVPD",
  "species": ["C", "C", "C", "C", "O", "O", "O", "O", "S", "S", "H", "H", "H", "H", "H", "H", "H"],
  "coordinates": [[-2.51999, 1.41289, -0.30701], [2.73902, -0.28723, 0.04930], [1.35276, 0.16792, 0.38267], [-2.69860, 0.10841, 0.36360], [-1.52130, 1.54194, -1.10068], [-3.24298, 2.35248, 0.11572], [-0.35619, -0.79889, -1.28474], [1.21781, -2.43718, -0.21428], [-4.08768, -0.73090, 0.62859], [0.24484, -1.35756, 0.07935], [3.44397, 0.60305, 0.50557], [2.86991, -1.16300, 0.56563], [2.91344, -0.56510, -0.93837], [0.83742, 0.88258, -0.18388], [1.33308, 0.25927, 1.44323], [-1.73224, -0.08893, 1.00929], [-0.79327, 0.10025, -1.11400]],
  "forces_ev_per_angstrom": [[0.046, 3.047, -0.400], [1.074, 4.617, 1.571], [-0.437, -3.052, 0.136], [0.071, -0.904, 2.564], [-0.508, -1.138, 0.572], [0.694, -1.545, -0.581], [0.110, -0.688, -0.421], [-0.660, 0.168, -0.204], [1.433, 0.466, -0.515], [1.034, 0.242, 0.496], [-1.162, -2.375, -1.516], [0.827, -1.968, 1.620], [0.397, 0.258, -1.898], [-0.193, 1.541, -0.500], [-0.422, 0.787, 0.861], [-1.941, -0.130, -1.211], [-0.361, 0.675, -0.573]],
  "total_charge": -1,
  "lumo_energy_ha": [0.10618, 0.10616],
  "gap_ha": [0.2966, 0.2966]
}

***

{
  "formula": "C4H7O5P",
  "method": "ωB97M-V/def2-TZVPD",
  "species": ["C", "C", "C", "C", "O", "O", "O", "O", "O", "P", "H", "H", "H", "H", "H", "H", "H"],
  "coordinates": [[-1.27195, -2.25730, 1.50598], [-1.91623, -1.27924, 2.12370], [1.19883, 0.57746, -1.10890], [-0.96342, 0.02354, -0.80814], [-0.96138, 2.76121, -1.05075], [-2.34172, 1.69415, -2.90009], [-0.67468, -3.21011, 1.11321], [-3.15347, 1.44313, -0.49025], [0.30903, -0.39949, -1.56175], [-1.79986, 1.52075, -1.23127], [-2.17933, -1.36258, 3.13666], [-3.08398, 1.07787, -2.88708], [-2.31248, -0.38949, 1.62930], [0.72990, 1.65620, -1.32307], [2.10495, 0.57354, -1.70154], [1.22073, 0.50984, 0.03096], [-1.69122, -0.71288, -0.80166]],
  "forces_ev_per_angstrom": [[0.700, -0.662, 0.018], [0.003, 0.022, -1.591], [-1.553, 2.485, 0.338], [1.716, 0.899, -0.819], [0.054, 0.145, -0.324], [0.437, -0.593, 0.705], [-1.166, 1.842, 0.625], [0.806, -0.249, -0.459], [-1.631, 0.689, 0.737], [-1.348, 0.829, 0.731], [-0.096, -0.629, 1.322], [-0.036, 0.097, -0.110], [0.560, -0.325, -0.392], [1.101, -2.008, 0.627], [0.839, -0.551, 0.191], [0.764, 0.121, -1.161], [-1.148, -2.110, -0.437]],
  "total_charge": -2,
  "lumo_energy_ha": 0.20967,
  "gap_ha": 0.1462
}

***

{
  "formula": "C4H7O5S2",
  "method": "ωB97M-V/def2-TZVPD",
  "species": ["C", "C", "C", "C", "O", "O", "O", "O", "O", "S", "S", "H", "H", "H", "H", "H", "H", "H"],
  "coordinates": [[-2.40692, 1.12672, 0.10684], [2.77865, 0.35341, -0.26347], [1.79821, -0.14470, 0.73843], [-2.44254, 0.15472, -1.05149], [-3.40911, 0.98997, 0.99976], [-1.69727, 2.08366, 0.15698], [1.23207, -2.60139, -0.01742], [0.41413, -0.82282, -1.41415], [-3.41487, -0.49770, -1.38118], [-0.98080, -1.17840, 1.09084], [0.61805, -1.25615, -0.04990], [2.29680, 0.85460, -1.18591], [3.45584, 1.08327, 0.24426], [3.50967, -0.31797, -0.61997], [1.08336, 0.61384, 1.05150], [2.11862, -0.59373, 1.70026], [-1.50465, -0.02642, -1.58228], [-3.44926, 0.17910, 1.47691]],
  "forces_ev_per_angstrom": [[-0.559, -0.057, 0.236], [0.652, 2.648, -0.540], [-1.640, -0.108, 0.340], [-0.013, -1.772, -0.748], [-0.536, 1.487, 0.275], [0.436, 0.402, -0.453], [-0.342, 0.993, 0.389], [-0.207, 0.993, -0.443], [-0.007, 0.932, 0.517], [-0.347, -0.050, 0.316], [1.330, -3.051, 0.175], [0.589, -0.813, 1.707], [-0.699, 0.061, -0.344], [0.358, -1.516, -0.490], [0.318, 0.633, -0.056], [0.271, -0.078, -0.918], [0.238, 0.634, 0.060], [0.156, -1.339, -0.024]],
  "total_charge": -1,
  "lumo_energy_ha": 0.12206,
  "gap_ha": 0.3005
}

***

{
  "formula": "C4H7OP",
  "method": "ωB97M-V/def2-TZVPD",
  "species": ["C", "C", "C", "C", "O", "P", "H", "H", "H", "H", "H", "H", "H"],
  "coordinates": [[1.89702, 1.23917, -1.15787], [0.53654, 0.91228, -0.82350], [-1.13472, -0.32723, 0.73049], [0.18589, -0.40031, -0.27094], [2.57583, 2.37266, -1.44387], [4.46005, 3.05528, -1.86327], [2.58176, 0.57052, -0.66485], [-1.42929, -1.25017, 0.89364], [-2.03245, 0.16071, 0.29926], [-0.74138, 0.24113, 1.57573], [0.91999, -0.90206, 0.33467], [0.05711, -1.14289, -1.05402], [-0.20011, 1.55349, -1.10403]],
  "forces_ev_per_angstrom": [[-1.570, -1.261, 3.060], [6.158, 0.852, -1.450], [2.834, 4.535, -2.919], [-2.402, -0.805, 1.172], [1.583, 2.168, -1.533], [-3.957, -1.927, 0.912], [0.315, -1.005, -0.304], [-1.108, -4.562, 1.503], [0.803, 0.200, -0.010], [-0.591, -0.321, 0.229], [0.813, 0.366, 0.405], [-0.661, -0.007, -0.364], [-2.218, 1.770, -0.701]],
  "lumo_energy_ha": [-0.07435, -0.07009],
  "gap_ha": [0.2173, 0.2225]
}

***

{
  "formula": "C4H7OPS2",
  "method": "ωB97M-V/def2-TZVPD",
  "species": ["C", "C", "C", "C", "O", "P", "S", "S", "H", "H", "H", "H", "H", "H", "H"],
  "coordinates": [[-1.18170, 0.39012, -0.43253], [-0.96501, -0.72310, 0.56178], [-0.61389, 1.69670, 0.01743], [1.26327, -1.54307, -0.54869], [3.44315, -0.11132, 0.30456], [1.95346, -0.22144, 0.37528], [-0.26716, -2.18301, -0.17356], [1.21993, 1.75422, 0.20762], [-0.89110, 0.01806, -1.47752], [-2.33795, 0.39131, -0.58843], [-0.06395, -0.56385, 1.28286], [-1.83406, -1.14514, 1.27689], [-0.75778, 2.48904, -0.75076], [-0.96930, 2.13347, 0.89992], [2.00209, -2.38200, -0.95485]],
  "forces_ev_per_angstrom": [[-2.846, -1.256, -1.231], [0.230, -2.109, 2.636], [1.129, 1.102, -2.218], [1.400, -0.884, -0.029], [-0.879, 0.190, 0.287], [1.552, -0.667, -1.221], [-0.480, -0.896, -0.555], [-0.028, -0.683, -0.171], [0.342, 0.925, 1.555], [1.766, 0.737, 0.445], [-1.329, 0.567, -0.439], [1.616, 1.488, -1.883], [-0.100, -0.579, 0.288], [-0.974, -0.031, 1.459], [-1.400, 2.096, 1.076]],
  "lumo_energy_ha": [-0.03515, -0.03514],
  "gap_ha": [0.2513, 0.2514]
}

***

{
  "formula": "C4H7P3",
  "method": "ωB97M-V/def2-TZVPD",
  "species": ["C", "C", "C", "C", "P", "P", "P", "H", "H", "H", "H", "H", "H", "H"],
  "coordinates": [[-1.60300, -1.56605, -0.08468], [-0.32663, 0.97450, 0.08685], [0.52889, 2.20324, -0.06257], [1.40781, -1.42261, 0.13283], [-3.13112, -0.78834, 0.19587], [-2.68128, 1.22457, 0.03616], [-0.16589, -0.66985, -0.55348], [-1.38403, -2.56257, 0.10184], [-0.04641, 2.85990, -0.71076], [1.56322, 2.07176, -0.60196], [0.82700, 2.53531, 0.89122], [1.16148, -1.66381, 1.22601], [2.22818, -0.75931, -0.19660], [1.62177, -2.43673, -0.46072]],
  "forces_ev_per_angstrom": [[0.409, 2.247, -0.367], [-3.099, -1.159, -1.571], [1.326, -1.608, -2.488], [-0.774, -2.439, -1.171], [0.961, -0.447, -0.344], [3.663, -0.226, 0.323], [-0.657, 1.661, 2.076], [-0.160, -1.995, 0.164], [0.216, 0.737, 0.559], [-1.848, -0.282, 0.747], [-0.233, 1.013, 1.215], [1.120, 0.641, -1.572], [-0.317, -0.187, 1.008], [-0.605, 2.044, 1.420]],
  "lumo_energy_ha": [-0.03387, -0.03358],
  "gap_ha": [0.2455, 0.2458]
}